# 1
{
  "formula": "H2N2O3S",
  "method": "ωB97M-V/def2-TZVPD",
  "symbols": ["H", "H", "O", "N", "S", "O", "N", "O"],
  "coordinates": [[1.03322, 0.62138, -1.83233], [0.32734, 0.66285, -0.32895], [2.58725, -0.78056, 0.35535], [1.71715, -1.67247, -0.28681], [2.66355, 0.60726, -0.53268], [1.36455, -2.40440, 0.54207], [1.05316, 0.30790, -0.86246], [2.71015, 1.49970, 0.59538]],
  "forces_ev_per_a": [[-1.2, -0.2, 0.0], [-1.3, 1.2, 1.6], [2.1, -0.2, 0.0], [0.8, -2.4, 0.8], [-1.8, -0.2, 2.2], [-1.1, -1.1, 0.0], [1.6, 1.5, -4.4], [0.9, 1.4, -0.1]],
  "multiplicity": 1,
  "gap_ev": 10.38,
  "homo_energy_ev": -10.11,
  "fmax_ev_per_a": 4.93,
  "molar_mass_g_mol": 110.1,
  "de_lowest_kcal_mol": 51.9
}

# 2
{
  "formula": "H2N2O3S",
  "method": "ωB97M-V/def2-TZVPD",
  "symbols": ["H", "N", "O", "O", "O", "H", "N", "S"],
  "coordinates": [[-1.62372, -1.33014, 0.34480], [-0.75680, -1.62330, 0.52823], [1.68087, -1.15158, 0.22224], [0.08120, -0.16612, -1.39091], [1.07807, 1.92455, 0.33309], [-0.85516, 1.79491, -0.16154], [0.06293, 1.29666, 0.18827], [0.33261, -0.74498, -0.06419]],
  "forces_ev_per_a": [[-4.3, 1.5, -1.2], [5.3, -0.3, 1.4], [-1.0, 1.2, 0.5], [0.1, -0.4, 0.2], [-2.3, -0.2, -0.6], [1.7, -0.4, 0.2], [1.5, 0.9, 1.6], [-1.0, -2.2, -2.1]],
  "multiplicity": 1,
  "gap_ev": [8.96, 8.96],
  "homo_energy_ev": [-10.78, -10.78],
  "fmax_ev_per_a": 5.52,
  "molar_mass_g_mol": 110.1,
  "de_lowest_kcal_mol": 69.5
}

# 3
{
  "formula": "H2N2O3S",
  "method": "ωB97M-V/def2-TZVPD",
  "symbols": ["O", "N", "H", "N", "H", "O", "S", "O"],
  "coordinates": [[-3.51785, -0.44302, -1.20966], [-1.01228, -0.47469, 0.03285], [-0.38221, -1.13653, -0.40290], [-1.71595, 1.46177, 0.14439], [-0.76799, -0.02075, 0.91342], [-3.36839, -0.61747, 1.19933], [-2.87330, -0.04314, -0.02119], [-1.70661, 2.12543, -0.82050]],
  "forces_ev_per_a": [[0.0, 0.5, -1.7], [-2.3, 0.7, 0.5], [-0.4, 0.1, -0.1], [-0.9, 3.0, -2.3], [0.7, -1.4, -0.3], [0.0, 1.0, 0.1], [2.8, -3.4, 2.2], [0.2, -0.4, 1.5]],
  "multiplicity": 1,
  "gap_ev": 8.99,
  "homo_energy_ev": -10.02,
  "fmax_ev_per_a": 4.96,
  "molar_mass_g_mol": 110.1,
  "de_lowest_kcal_mol": 62.9,
  "smiles": "NS(=O)(=O)N=O"
}

# 4
{
  "formula": "H2N2O3S",
  "method": "ωB97M-V/def2-TZVPD",
  "symbols": ["H", "O", "S", "H", "N", "O", "O", "N"],
  "coordinates": [[-0.92753, 0.51714, -0.22061], [3.50906, -0.28573, 0.49458], [2.55948, 0.53041, -0.18713], [1.30162, -0.93000, 0.40832], [1.19673, -0.17615, -0.22771], [-2.84445, -0.90663, 0.05091], [-1.84924, 1.00223, -0.13255], [-2.94567, 0.24874, -0.18583]],
  "forces_ev_per_a": [[-2.1, 0.3, 0.5], [1.8, 0.0, 0.8], [-2.0, -0.8, -0.7], [-0.2, -1.6, 0.6], [0.2, 2.5, -0.7], [0.8, 0.4, -0.3], [2.8, -0.2, -0.6], [-1.3, -0.6, 0.4]],
  "multiplicity": 1,
  "gap_ev": 8.92,
  "homo_energy_ev": -10.32,
  "fmax_ev_per_a": 2.83,
  "molar_mass_g_mol": 110.1,
  "de_lowest_kcal_mol": 36.3
}

# 5
{
  "formula": "H2N2O3S",
  "method": "ωB97M-V/def2-TZVPD",
  "symbols": ["H", "N", "N", "S", "O", "O", "O", "H"],
  "coordinates": [[0.73191, 0.30675, -0.94166], [0.14500, 0.52727, -0.23788], [-2.68379, -0.60060, 0.09173], [-1.84945, 0.90854, -0.83750], [-2.85566, -1.52727, -0.61831], [-2.77675, -0.40040, 1.24198], [-2.21506, 2.02910, 0.01246], [0.15604, -0.01340, 0.65171]],
  "forces_ev_per_a": [[2.1, -1.6, -2.8], [-5.8, 1.8, 3.3], [2.2, 2.0, -1.4], [3.0, 0.3, 1.6], [-0.8, -1.6, -0.4], [-0.9, -0.5, 1.8], [0.2, -0.8, -0.7], [0.1, 0.3, -1.4]],
  "multiplicity": 1,
  "gap_ev": 9.54,
  "homo_energy_ev": -10.45,
  "fmax_ev_per_a": 6.94,
  "molar_mass_g_mol": 110.1,
  "de_lowest_kcal_mol": 70.6
}

# 6
{
  "formula": "H2N2O3S",
  "method": "ωB97M-V/def2-TZVPD",
  "symbols": ["H", "O", "N", "N", "O", "S", "O", "H"],
  "coordinates": [[-0.27529, -0.42203, -1.14687], [4.05644, 0.66640, -0.38362], [3.03902, 0.33035, 0.11460], [-0.13619, -0.50758, -0.17794], [2.44236, 0.77552, 1.04904], [0.91348, -1.67902, 0.38663], [2.49344, -0.75012, -0.51306], [-0.15463, 0.31656, 0.29287]],
  "forces_ev_per_a": [[-0.2, -0.3, -1.3], [1.1, 0.9, -0.3], [-0.9, -1.5, -0.1], [0.8, -4.4, 0.6], [-0.2, 0.8, 0.8], [0.7, 3.7, -2.4], [-1.4, -2.0, 0.7], [0.0, 2.7, 1.9]],
  "multiplicity": 1,
  "gap_ev": 9.20,
  "homo_energy_ev": -10.53,
  "fmax_ev_per_a": 4.48,
  "molar_mass_g_mol": 110.1,
  "de_lowest_kcal_mol": 66.7
}

# 7
{
  "formula": "H2N2O3S",
  "method": "ωB97M-V/def2-TZVPD",
  "symbols": ["O", "H", "O", "N", "H", "S", "N", "O"],
  "coordinates": [[0.70763, 2.35846, -0.08675], [0.89408, -1.06000, -0.04968], [-0.83556, -1.54259, -0.31218], [0.28434, 0.82160, -0.41095], [2.00693, 0.33932, 0.25904], [-1.86032, -0.55913, -0.27076], [1.18882, -0.04663, -0.19317], [-2.38592, -0.31103, 1.06446]],
  "forces_ev_per_a": [[-1.4, -7.5, -1.5], [0.2, 1.6, -0.6], [0.6, -1.7, -0.5], [2.2, 5.7, 1.4], [0.6, -0.1, -0.1], [-1.8, 0.9, 2.1], [-0.8, 1.1, 0.9], [0.4, 0.0, -1.7]],
  "multiplicity": 1,
  "gap_ev": [8.77, 8.77],
  "homo_energy_ev": [-10.20, -10.20],
  "fmax_ev_per_a": 7.75,
  "molar_mass_g_mol": 110.1,
  "de_lowest_kcal_mol": 68.2
}

# 8
{
  "formula": "H2N2O3S",
  "method": "ωB97M-V/def2-TZVPD",
  "symbols": ["O", "O", "S", "H", "H", "N", "O", "N"],
  "coordinates": [[-0.32941, 1.69014, -0.52548], [-1.08280, -0.01359, 0.81816], [0.26649, 1.08695, 0.58512], [1.55774, 0.04932, -0.94170], [1.78931, -0.72276, 0.45981], [1.51947, 0.13126, 0.09630], [-2.33482, -1.46738, -0.17037], [-1.38597, -0.75394, -0.32183]],
  "forces_ev_per_a": [[0.3, 2.8, -3.4], [-0.1, -1.2, 1.3], [-0.7, -2.4, 2.7], [-0.3, 0.3, 0.9], [0.3, -1.8, 1.7], [-0.3, 1.9, -3.3], [1.8, 1.7, 0.2], [-1.1, -1.3, -0.1]],
  "multiplicity": 1,
  "gap_ev": 10.31,
  "homo_energy_ev": -10.19,
  "fmax_ev_per_a": 4.40,
  "molar_mass_g_mol": 110.1,
  "de_lowest_kcal_mol": 38.6
}

# 9
{
  "formula": "H2N2O4P",
  "method": "ωB97M-V/def2-TZVPD",
  "symbols": ["N", "H", "H", "P", "O", "O", "O", "N", "O"],
  "coordinates": [[-1.40124, -0.43709, -0.40513], [-2.71332, -0.24195, 1.13040], [-1.07139, 0.36103, -0.96597], [0.93469, -1.03647, -0.54011], [1.35940, -1.96109, 0.49669], [1.53109, 1.61202, -0.95661], [-2.48833, 0.16853, 0.32548], [1.64500, 0.73111, -0.09763], [2.20410, 0.80391, 1.01287]],
  "forces_ev_per_a": [[1.6, -1.0, -0.9], [0.4, -1.4, 1.3], [-0.5, -0.1, 0.1], [-2.6, 0.8, -1.0], [0.7, -0.7, 1.1], [0.5, -0.4, 1.3], [0.2, 2.1, -1.2], [0.4, -0.4, 1.2], [-0.6, 1.0, -1.8]],
  "multiplicity": 1,
  "gap_ev": [7.02, 7.02],
  "total_charge": -1,
  "homo_energy_ev": [-3.21, -3.21],
  "fmax_ev_per_a": 2.89,
  "molar_mass_g_mol": 125.0,
  "de_lowest_kcal_mol": 142.7
}

# 10
{
  "formula": "H2N2O4P",
  "method": "ωB97M-V/def2-TZVPD",
  "symbols": ["O", "H", "O", "N", "O", "O", "N", "H", "P"],
  "coordinates": [[-1.31425, 1.58143, -0.02272], [1.85481, 0.06509, -0.46945], [-1.93881, -1.41644, -0.01237], [1.12275, 0.13525, -1.23988], [0.05655, -1.79996, 0.76051], [0.33290, 0.84778, 1.83398], [-0.83893, -1.10301, 0.35129], [1.05994, 1.03914, -1.72667], [-0.33496, 0.65072, 0.52532]],
  "forces_ev_per_a": [[-0.8, 0.2, -0.4], [-0.6, 0.7, -1.8], [-0.6, -0.8, -0.4], [-1.7, 0.2, 3.8], [0.0, -1.6, -0.2], [0.0, -0.6, -0.7], [0.5, 1.5, 1.2], [0.7, -0.1, 0.7], [2.5, 0.5, -2.1]],
  "multiplicity": 1,
  "gap_ev": 9.33,
  "total_charge": -1,
  "homo_energy_ev": -5.13,
  "fmax_ev_per_a": 4.15,
  "molar_mass_g_mol": 125.0,
  "de_lowest_kcal_mol": 61.7
}

# 11
{
  "formula": "H2N2O5S",
  "method": "ωB97M-V/def2-TZVPD",
  "symbols": ["O", "H", "N", "S", "O", "O", "O", "H", "N", "O"],
  "coordinates": [[2.15901, -0.18803, 0.26349], [-1.89764, -0.32108, -1.39604], [-1.77273, -0.07498, -0.31433], [0.70167, 0.42456, 0.06076], [0.58906, 1.53809, 0.96090], [-2.25467, 0.89008, 0.08136], [-0.10107, -2.12641, -0.00131], [2.62242, 0.47109, 0.91199], [-0.36115, -1.19380, 0.73480], [0.31510, 0.58048, -1.30161]],
  "forces_ev_per_a": [[1.2, 1.8, 1.0], [-0.2, 0.6, 1.2], [0.4, -1.9, -1.5], [-0.9, -0.8, 2.0], [0.1, 0.0, -0.1], [-1.6, 1.8, 0.3], [-0.8, 2.9, 2.6], [-1.0, -1.7, -1.5], [1.9, -2.7, -2.7], [0.9, 0.0, -1.1]],
  "multiplicity": 1,
  "gap_ev": 8.50,
  "homo_energy_ev": -9.46,
  "fmax_ev_per_a": 4.26,
  "molar_mass_g_mol": 142.1,
  "de_lowest_kcal_mol": 85.2,
  "smiles": "O=NS(=O)(=O)O.N=O"
}

# 12
{
  "formula": "H2N2P2",
  "method": "ωB97M-V/def2-TZVPD",
  "symbols": ["P", "H", "N", "P", "N", "H"],
  "coordinates": [[0.18670, 1.62226, -1.41969], [-0.39101, 1.96456, -0.20431], [-0.34280, -0.93480, 2.12157], [-0.06724, -0.85451, 0.64750], [0.15772, 0.13035, -1.08852], [0.45663, -1.92786, -0.05655]],
  "forces_ev_per_a": [[-0.3, 1.3, -0.1], [-0.3, 1.5, 0.7], [-0.1, 0.8, -0.7], [0.5, 0.7, -2.3], [0.1, -3.7, 2.3], [0.1, -0.6, 0.1]],
  "multiplicity": 1,
  "gap_ev": 8.02,
  "homo_energy_ev": -9.35,
  "fmax_ev_per_a": 4.36,
  "molar_mass_g_mol": 92.0,
  "de_lowest_kcal_mol": 94.4,
  "smiles": "[H]/P=N\\[PH]#N"
}